Density functional theory data (the ωB97M-V functional and the def2-TZVPD basis) for a structure of composition C44H38N5O3OsSSeTe.

Energy ... -5356.5994 Ha
Net charge ... +2
E_HOMO (alpha / beta) ... -0.4506 / -0.4998 Eh
Gap between HOMO and LUMO (alpha / beta) ... 6.7 / 6.7 eV
2S+1 ... 6
LUMO (alpha / beta) ... -5.59 / -6.92 eV
Strongest force on any atom ... 0.017 Eh/bohr

Element x y z (Å)
Os  -0.830  -0.736  0.671
O  -0.796  -1.395  4.429
S  -1.090  -0.445  3.415
O  0.039  0.048  2.586
N  -2.022  -1.065  2.194
C  -2.732  -2.269  2.208
C  -3.291  -2.901  3.298
C  -3.998  -4.102  3.120
C  -4.182  -4.641  1.877
C  -3.607  -4.027  0.743
C  -3.704  -4.549  -0.564
C  -3.024  -3.937  -1.584
C  -2.233  -2.817  -1.313
N  -2.141  -2.272  -0.113
C  -2.843  -2.854  0.920
C  -1.985  0.935  4.047
C  -3.361  0.807  4.188
C  -4.074  1.863  4.729
C  -3.409  3.019  5.118
C  -2.032  3.128  4.975
C  -1.305  2.078  4.437
H  -3.170  -2.478  4.284
H  -4.401  -4.603  3.989
H  -4.754  -5.551  1.747
H  -4.301  -5.434  -0.742
H  -3.071  -4.317  -2.594
H  -1.639  -2.376  -2.099
H  -3.859  -0.105  3.880
H  -5.145  1.780  4.850
H  -3.970  3.839  5.547
H  -1.522  4.029  5.286
H  -0.229  2.130  4.337
C  4.949  5.223  1.720
C  4.154  4.158  1.021
C  2.829  3.921  1.351
C  2.063  2.960  0.700
C  0.646  2.758  1.162
C  2.671  2.206  -0.305
Te  1.548  0.960  -1.842
N  0.740  -0.523  -0.572
C  1.894  -1.190  -0.466
O  2.874  -0.706  -1.103
C  2.083  -2.414  0.330
C  1.070  -3.363  0.476
C  1.296  -4.513  1.213
C  2.535  -4.728  1.802
C  3.549  -3.791  1.650
C  3.329  -2.640  0.916
C  1.176  -0.452  -3.585
C  2.411  -0.821  -4.107
C  2.469  -1.664  -5.205
C  1.289  -2.106  -5.783
C  0.067  -1.707  -5.267
C  -0.022  -0.862  -4.162
C  -1.364  -0.401  -3.668
C  4.018  2.405  -0.663
C  4.752  1.613  -1.716
C  4.733  3.373  0.031
H  4.313  6.055  2.016
H  5.744  5.596  1.078
H  5.412  4.813  2.619
H  2.361  4.496  2.143
H  0.639  2.601  2.239
H  0.196  1.883  0.709
H  0.025  3.632  0.955
H  0.142  -3.242  -0.063
H  0.514  -5.253  1.318
H  2.716  -5.636  2.361
H  4.515  -3.959  2.105
H  4.111  -1.903  0.796
H  3.326  -0.468  -3.648
H  3.427  -1.966  -5.605
H  1.322  -2.754  -6.648
H  -0.851  -2.046  -5.734
H  -2.149  -1.108  -3.935
H  -1.626  0.548  -4.135
H  -1.352  -0.261  -2.587
H  4.128  1.453  -2.598
H  5.041  0.636  -1.333
H  5.648  2.137  -2.039
H  5.775  3.528  -0.225
Se  -3.679  1.125  -0.094
N  -1.867  1.199  -0.305
C  -1.610  1.858  -1.403
C  -0.267  2.263  -1.878
C  -0.252  2.872  -3.233
C  -1.386  3.179  -3.924
C  -2.664  2.950  -3.390
C  -2.789  2.299  -2.143
N  -3.950  2.005  -1.586
H  0.151  2.988  -1.167
H  0.721  3.134  -3.634
H  -1.305  3.634  -4.903
H  -3.558  3.238  -3.923

Löwdin atomic charge list, values in e, 6 entries: 1.476 -0.205 0.675 -0.396 -0.304 -0.260